One molecule with the formula C15H23N5O3 in a non-equilibrium geometry. Source: the Open Molecules 2025 dataset; level of theory: ωB97M-V with the def2-TZVPD basis set.

```
46
Properties=species:S:1:pos:R:3:forces:R:3
H -5.147103 1.952936 0.495817 0.44 1.19 0.43
N -5.121312 1.139026 -0.060417 -0.01 -2.29 -0.88
C -3.977489 0.807163 -0.552574 -3.02 -0.50 -0.09
N -2.844574 1.456866 -0.280827 3.37 1.32 -0.51
N -3.891940 -0.288939 -1.427504 -1.36 -2.30 -0.32
C -2.721056 -1.201976 -1.326987 0.79 1.63 0.95
C -2.388960 -1.631008 0.144359 -0.07 -2.21 1.62
C -0.934526 -2.289613 0.533147 -1.36 2.46 -3.02
C 0.137642 -1.117764 0.802128 -1.67 -0.69 0.79
N 1.447667 -1.655558 0.804269 1.20 -0.30 1.65
C 2.206316 -2.170196 -0.207864 1.48 0.78 -0.25
O 3.005293 -3.064489 0.028929 -0.47 0.31 -0.31
C 2.353181 -1.347737 -1.519253 -1.31 0.13 -0.16
N 1.062979 -1.016288 -2.080022 -3.96 -0.53 -1.53
C 3.060644 -0.007779 -1.357432 0.59 0.40 -0.39
C 2.454486 1.239128 -0.801343 -1.28 -0.42 1.04
C 2.855827 1.706262 0.451518 -0.42 0.95 -0.61
C 2.491538 2.902997 1.105248 1.66 -2.12 -0.81
C 1.533961 3.624646 0.481373 -0.73 -2.52 -1.65
C 0.964433 3.042336 -0.637654 -2.19 -0.05 -3.73
C 1.382161 1.889544 -1.367626 1.52 2.52 3.10
C -0.287644 -0.337149 2.061892 -1.33 1.21 -0.76
O -0.952682 0.720638 1.976170 2.22 -3.48 1.14
O 0.003253 -1.066064 3.173538 -0.44 0.72 -0.67
H -2.092363 1.651285 -1.015294 -1.59 -0.60 1.95
H -2.764359 1.817371 0.678298 0.34 -0.04 -1.22
H -4.771168 -0.925159 -1.540590 1.78 2.50 0.68
H -1.840930 -0.560918 -1.779048 -1.29 -2.12 0.41
H -3.080652 -2.187608 -1.753557 1.21 1.47 -0.55
H -3.111175 -2.515834 0.312199 0.89 1.26 -0.03
H -2.593284 -0.971150 1.056536 -0.02 -0.17 -1.88
H -0.540756 -2.934759 -0.308309 -0.34 0.73 0.85
H -1.287160 -2.935857 1.296330 0.86 -0.45 1.36
H 0.062546 -0.306908 0.130575 -0.24 0.24 -1.61
H 1.794456 -2.019420 1.699526 -0.56 -0.09 -0.50
H 3.016888 -1.929128 -2.171910 -0.26 -0.24 0.14
H 0.234277 -1.713984 -2.118383 2.55 1.36 0.13
H 0.820187 -0.218809 -2.749059 1.39 -1.86 1.49
H 4.014864 -0.094324 -0.931699 1.33 -0.75 1.32
H 3.421512 0.178416 -2.347196 -0.29 0.55 -1.17
H 3.467364 1.003555 0.868824 2.13 -1.15 1.74
H 3.061486 3.180879 1.971256 -0.28 0.17 0.48
H 0.970481 4.358243 0.883012 -1.02 2.88 1.39
H 0.092108 3.530702 -1.181597 1.07 -0.12 1.17
H 1.095614 1.651211 -2.326943 -1.25 -0.18 -1.79
H -0.622573 -0.830296 3.860036 -0.06 0.41 0.63
```
Forces are in eV/Å.

As for the total energy: -1084.7751 Eh. Its highest occupied orbital energy is -8.50 eV. As for the SMILES: [H]/N=C(\N)NCCC[C@H](NC(=O)[C@@H](N)Cc1ccccc1)C(=O)O. For the strongest force on any atom, the calculation gives 4.3 eV Å⁻¹. The energy relative to the best compared isomer or geometry (same formula, charge and spin) comes out at 110.6 kcal/mol. The value obtained for the orbital gap is 8.90 eV.